Entry 1:
C10H15N3O6P2S | ωB97M-V with the def2-TZVPD basis set

The largest force on an atom comes out at 1.3 eV Å⁻¹. The value obtained for the electronic energy is -56779.9194 eV. The LUMO energy comes out at -1.226 eV. The gap between HOMO and LUMO comes out at 8.04 eV. The value obtained for the HOMO energy is -9.268 eV.

XYZ file:
```
37
C10H15N3O6P2S | the OMol25 dataset | ωB97M-V with the def2-TZVPD basis set
C 5.20 -1.40 -0.35
C 4.52 -0.73 0.85
O 4.41 0.68 0.78
C 3.78 1.21 -0.37
C 2.48 0.53 -0.74
C 1.42 0.48 0.10
C 0.21 -0.19 -0.28
P -1.14 -0.23 0.94
P -3.02 -0.56 -0.09
O -4.10 -0.02 0.74
O -3.05 0.08 -1.56
O -3.14 -2.14 -0.30
C 0.09 -0.80 -1.49
C 1.17 -0.77 -2.42
N 1.22 -1.28 -3.64
S 2.69 -0.91 -4.21
N 3.29 -0.12 -2.96
C 2.35 -0.09 -2.01
H 5.62 -0.69 -1.06
H 5.98 -2.08 -0.02
H 4.48 -2.01 -0.88
H 3.56 -1.19 1.06
H 5.12 -0.91 1.73
H 3.55 2.24 -0.14
H 4.43 1.22 -1.24
H 1.53 0.94 1.07
H -1.29 1.08 1.42
H -2.97 -0.62 -2.22
H -2.29 -2.58 -0.24
H -0.81 -1.32 -1.76
C -6.31 1.40 2.25
N -6.76 2.16 3.45
O -7.28 1.54 4.35
O -6.57 3.36 3.44
H -6.54 0.36 2.40
H -6.84 1.80 1.39
H -5.24 1.55 2.14
```

---

Entry 2:
C10H15N5 | ωB97M-V with the def2-TZVPD basis set

The largest force on an atom comes out at 5.7 eV Å⁻¹. The value obtained for the electronic energy is -18061.8075 eV. As for the energy above the lowest of the compared OMol25 structures with the same formula, charge and spin: 127.36 kJ/mol. The LUMO energy comes out at 0.209 eV. The gap between HOMO and LUMO comes out at 8.75 eV. The value obtained for the HOMO energy is -8.537 eV.

XYZ file:
```
30
C10H15N5 | the OMol25 dataset | ωB97M-V with the def2-TZVPD basis set
C 3.13 -1.22 1.45
C 1.88 -1.31 0.60
C 1.48 -2.79 0.32
C 1.88 -0.47 -0.73
C 0.72 0.46 -0.97
N -0.46 -0.41 -0.77
C -1.54 0.21 -0.13
N -1.88 -0.26 1.07
C -2.77 0.35 1.72
N -3.46 1.41 1.38
C -3.11 2.01 0.25
N -3.53 3.14 -0.23
N -2.81 3.26 -1.38
C -1.98 2.21 -1.67
C -2.13 1.44 -0.60
H 3.57 -2.22 1.71
H 3.02 -0.50 2.24
H 3.91 -0.82 0.83
H 1.01 -0.91 1.21
H 2.38 -3.27 -0.17
H 1.21 -3.05 1.33
H 0.58 -2.91 -0.33
H 2.82 0.04 -0.93
H 1.86 -1.16 -1.56
H 0.80 1.34 -0.35
H 0.77 0.69 -2.12
H -0.24 -1.32 -0.39
H -3.12 -0.30 2.56
H -2.83 4.17 -1.88
H -1.18 2.19 -2.44
```

---

Entry 3:
C10H15N5 | ωB97M-V with the def2-TZVPD basis set

The largest force on an atom comes out at 3.4 eV Å⁻¹. The value obtained for the electronic energy is -18063.0493 eV. As for the energy above the lowest of the compared OMol25 structures with the same formula, charge and spin: 7.54 kJ/mol. The LUMO energy comes out at 0.182 eV. The gap between HOMO and LUMO comes out at 8.64 eV. The value obtained for the HOMO energy is -8.461 eV.

XYZ file:
```
30
C10H15N5 | the OMol25 dataset | ωB97M-V with the def2-TZVPD basis set
C 1.74 2.24 -0.27
C 1.32 1.85 -1.71
C -0.15 2.34 -1.93
C 1.43 0.33 -1.95
C 0.48 -0.54 -1.14
N 0.92 -0.83 0.20
C 0.07 -1.53 1.03
N 0.63 -2.66 1.39
C -0.08 -3.53 2.12
N -1.32 -3.28 2.57
C -1.85 -2.06 2.25
N -3.04 -1.59 2.59
N -3.07 -0.32 2.07
C -1.91 -0.01 1.39
C -1.16 -1.12 1.49
H 1.83 3.33 -0.21
H 2.69 1.82 -0.01
H 1.01 1.89 0.44
H 1.97 2.31 -2.47
H -0.56 1.90 -2.87
H -0.17 3.44 -2.04
H -0.83 2.06 -1.12
H 1.23 0.14 -2.99
H 2.44 -0.06 -1.79
H 0.30 -1.47 -1.65
H -0.48 -0.05 -1.00
H 1.80 -1.29 0.27
H 0.33 -4.49 2.42
H -3.90 0.29 2.07
H -1.65 0.91 0.86
```

---

Entry 4:
C10H15N5 | ωB97M-V with the def2-TZVPD basis set

The largest force on an atom comes out at 7.7 eV Å⁻¹. The charge is +1. The value obtained for the electronic energy is -18049.6154 eV. As for the spin multiplicity: 2. As for the energy above the lowest of the compared OMol25 structures with the same formula, charge and spin: 73.96 kJ/mol. The LUMO energy (alpha / beta) comes out at -2.878 / -11.632 eV. The gap between HOMO and LUMO (alpha / beta) comes out at 10.91 / 2.15 eV. The value obtained for the HOMO energy (alpha / beta) is -13.785 / -13.781 eV.

XYZ file:
```
30
C10H15N5 | the OMol25 dataset | ωB97M-V with the def2-TZVPD basis set
C 0.95 0.99 1.88
C 1.35 0.22 0.72
N 1.66 -0.37 -0.22
H -0.10 0.77 2.09
H 0.65 2.01 1.63
H 1.56 0.85 2.77
C -0.39 -1.16 -2.61
C -1.59 -1.86 -2.23
N -2.56 -2.38 -2.00
H -0.30 -1.07 -3.69
H 0.43 -1.75 -2.20
H -0.43 -0.19 -2.12
C 0.97 0.14 5.12
C 1.57 -0.96 5.94
N 2.04 -1.85 6.53
H 1.66 0.91 4.74
H 0.37 0.75 5.80
H 0.35 -0.16 4.28
C 2.40 0.44 -3.78
C 3.45 0.28 -4.80
N 4.21 0.08 -5.64
H 1.91 -0.53 -3.64
H 1.69 1.21 -4.09
H 2.77 0.48 -2.76
C -4.63 0.56 -0.28
C -3.14 0.46 -0.23
N -1.98 0.40 -0.14
H -5.11 -0.28 0.23
H -4.84 0.45 -1.34
H -4.92 1.57 0.01
```

---

Entry 5:
C10H15N5O4 | ωB97M-V with the def2-TZVPD basis set

The largest force on an atom comes out at 2.9 eV Å⁻¹. The value obtained for the electronic energy is -26255.1539 eV. As for the energy above the lowest of the compared OMol25 structures with the same formula, charge and spin: 136.60 kJ/mol. The LUMO energy comes out at 0.343 eV. The gap between HOMO and LUMO comes out at 9.52 eV. The value obtained for the HOMO energy is -9.178 eV.

XYZ file:
```
34
C10H15N5O4 | the OMol25 dataset | ωB97M-V with the def2-TZVPD basis set
N 4.35 -0.28 1.09
C 3.92 0.19 -0.13
O 4.71 0.55 -0.98
C 2.39 0.36 -0.28
C 1.46 0.53 0.97
N 2.04 1.51 1.91
C 1.12 -0.76 1.61
O 1.97 -1.38 2.30
N -0.11 -1.30 1.37
C -1.28 -0.75 0.70
C -1.36 -1.01 -0.84
C -1.94 0.15 -1.59
C -2.77 0.11 -2.67
N -2.97 1.42 -3.05
C -2.25 2.17 -2.20
N -1.68 1.43 -1.21
C -2.48 -1.43 1.26
O -2.40 -2.44 1.92
O -3.62 -0.78 0.91
H 3.69 -0.85 1.61
H 5.32 -0.45 1.13
H 1.98 -0.41 -1.04
H 2.35 1.36 -0.85
H 0.62 1.00 0.52
H 2.75 1.13 2.54
H 1.26 1.90 2.45
H -0.29 -2.12 2.00
H -1.37 0.32 0.93
H -0.32 -1.19 -1.18
H -1.83 -1.96 -1.11
H -3.24 -0.73 -3.13
H -3.49 1.75 -3.86
H -2.17 3.27 -2.36
H -4.34 -1.33 1.25
```

---

Entry 6:
C10H15N5O4 | ωB97M-V with the def2-TZVPD basis set

The largest force on an atom comes out at 5.1 eV Å⁻¹. The value obtained for the electronic energy is -26253.4613 eV. As for the energy above the lowest of the compared OMol25 structures with the same formula, charge and spin: 299.90 kJ/mol. The LUMO energy comes out at 0.320 eV. The gap between HOMO and LUMO comes out at 8.88 eV. The value obtained for the HOMO energy is -8.560 eV.

XYZ file:
```
34
C10H15N5O4 | the OMol25 dataset | ωB97M-V with the def2-TZVPD basis set
N -4.73 -0.97 -0.13
C -3.60 -0.28 -0.41
O -3.29 0.24 -1.49
C -2.70 -0.06 0.75
C -1.42 0.64 0.44
N -0.30 0.52 1.27
C 0.73 -0.27 1.37
O 1.38 -0.33 2.40
C 0.88 -1.42 0.35
N -0.38 -2.03 -0.11
C 1.67 -0.86 -0.94
C 3.08 -0.26 -0.76
C 3.26 1.06 -1.10
N 4.40 1.47 -0.48
C 4.99 0.37 0.07
N 4.21 -0.65 -0.03
C -1.48 2.20 0.40
O -0.95 2.91 1.17
O -2.13 2.59 -0.78
H -5.26 -1.19 -0.95
H -4.76 -1.53 0.72
H -3.27 0.38 1.60
H -2.54 -1.11 1.02
H -1.24 0.28 -0.58
H -0.50 1.19 1.97
H 1.52 -2.24 0.76
H -0.32 -2.52 -1.05
H -0.61 -2.81 0.56
H 1.04 -0.12 -1.48
H 1.61 -1.70 -1.70
H 2.64 1.81 -1.59
H 4.71 2.49 -0.67
H 5.97 0.35 0.62
H -2.61 1.85 -1.22
```

---

Entry 7:
C10H15N6O5RhS2Te | ωB97M-V with the def2-TZVPD basis set

The largest force on an atom comes out at 1.0 eV Å⁻¹. The value obtained for the electronic energy is -61760.6461 eV. As for the spin multiplicity: 5. As for the energy above the lowest of the compared OMol25 structures with the same formula, charge and spin: 15.05 kJ/mol. The LUMO energy (alpha / beta) comes out at 0.234 / -3.680 eV. The gap between HOMO and LUMO (alpha / beta) comes out at 8.08 / 5.48 eV. The value obtained for the HOMO energy (alpha / beta) is -7.847 / -9.159 eV.

XYZ file:
```
40
C10H15N6O5RhS2Te | the OMol25 dataset | ωB97M-V with the def2-TZVPD basis set
Rh -0.69 -0.37 0.56
O 1.90 1.95 -1.29
S 0.98 1.09 -0.61
O 0.48 1.61 0.71
O 1.55 -0.28 -0.30
O -0.28 0.81 -1.40
C -3.80 1.47 -0.56
Te -3.13 0.59 1.28
C -4.08 -1.28 0.86
H -3.32 0.95 -1.38
H -3.50 2.51 -0.56
H -4.89 1.39 -0.64
H -5.16 -1.19 0.95
H -3.71 -2.01 1.58
H -3.80 -1.59 -0.14
C -1.31 2.07 6.31
C -1.53 0.62 5.86
C -0.66 0.25 4.71
N -1.09 -0.23 3.60
N -0.11 -0.50 2.69
C 1.11 -0.19 3.11
N 2.22 -0.38 2.41
S 1.08 0.45 4.73
H -1.97 2.30 7.15
H -1.52 2.76 5.49
H -0.28 2.23 6.63
H -2.56 0.47 5.55
H -1.32 -0.05 6.70
H 2.12 -0.38 1.38
H 3.08 0.00 2.78
N -0.19 -1.57 -2.64
C -0.60 -2.44 -1.73
O -1.12 -2.11 -0.65
C -0.46 -3.88 -2.01
C -0.05 -4.36 -3.26
N 0.30 -4.75 -4.29
C -0.76 -4.79 -0.99
N -1.00 -5.54 -0.14
H -0.10 -0.59 -2.31
H 0.33 -1.87 -3.44
```

---

Entry 8:
C10H15NO | ωB97M-V with the def2-TZVPD basis set

The largest force on an atom comes out at 2.4 eV Å⁻¹. The value obtained for the electronic energy is -14150.7605 eV. As for the energy above the lowest of the compared OMol25 structures with the same formula, charge and spin: 78.99 kJ/mol. The LUMO energy comes out at 0.737 eV. The gap between HOMO and LUMO comes out at 9.24 eV. The value obtained for the HOMO energy is -8.500 eV.

XYZ file:
```
27
C10H15NO | the OMol25 dataset | ωB97M-V with the def2-TZVPD basis set
C 2.47 -2.32 1.37
C 1.65 -2.35 0.03
C 0.82 -1.13 -0.19
C 1.08 -0.35 -1.31
C 0.25 0.74 -1.62
C 0.29 1.57 -2.92
C -0.68 1.14 -0.66
O -1.33 2.32 -0.88
C -0.78 0.36 0.49
C -1.80 0.76 1.55
C -1.82 -0.04 2.82
N -0.10 -0.74 0.71
H 3.19 -3.19 1.46
H 1.77 -2.16 2.29
H 3.09 -1.43 1.26
H 1.04 -3.32 0.08
H 2.39 -2.47 -0.84
H 1.96 -0.58 -1.96
H 0.43 2.64 -2.74
H -0.64 1.40 -3.49
H 1.16 1.25 -3.57
H -2.03 2.43 -0.27
H -1.60 1.80 1.86
H -2.84 0.76 1.14
H -0.87 0.15 3.46
H -1.86 -1.12 2.62
H -2.70 0.24 3.40
```

---

Repeat the fifth record exactly.
C10H15N5O4 | ωB97M-V with the def2-TZVPD basis set

The largest force on an atom comes out at 2.9 eV Å⁻¹. The value obtained for the electronic energy is -26255.1539 eV. As for the energy above the lowest of the compared OMol25 structures with the same formula, charge and spin: 136.60 kJ/mol. The LUMO energy comes out at 0.343 eV. The gap between HOMO and LUMO comes out at 9.52 eV. The value obtained for the HOMO energy is -9.178 eV.

XYZ file:
```
34
C10H15N5O4 | the OMol25 dataset | ωB97M-V with the def2-TZVPD basis set
N 4.35 -0.28 1.09
C 3.92 0.19 -0.13
O 4.71 0.55 -0.98
C 2.39 0.36 -0.28
C 1.46 0.53 0.97
N 2.04 1.51 1.91
C 1.12 -0.76 1.61
O 1.97 -1.38 2.30
N -0.11 -1.30 1.37
C -1.28 -0.75 0.70
C -1.36 -1.01 -0.84
C -1.94 0.15 -1.59
C -2.77 0.11 -2.67
N -2.97 1.42 -3.05
C -2.25 2.17 -2.20
N -1.68 1.43 -1.21
C -2.48 -1.43 1.26
O -2.40 -2.44 1.92
O -3.62 -0.78 0.91
H 3.69 -0.85 1.61
H 5.32 -0.45 1.13
H 1.98 -0.41 -1.04
H 2.35 1.36 -0.85
H 0.62 1.00 0.52
H 2.75 1.13 2.54
H 1.26 1.90 2.45
H -0.29 -2.12 2.00
H -1.37 0.32 0.93
H -0.32 -1.19 -1.18
H -1.83 -1.96 -1.11
H -3.24 -0.73 -3.13
H -3.49 1.75 -3.86
H -2.17 3.27 -2.36
H -4.34 -1.33 1.25
```